1.
Formula: C2BrClF4O2S2
Source: OMol25
Level of theory: ωB97M-V/def2-TZVPD

Properties
* spin multiplicity: 1
* E_tot: -121270.542 eV
* energy relative to the best compared isomer or geometry (same formula, charge and spin): 1.3 kcal/mol
* HOMO energy: -9.8 eV
* molecular weight: 311.50 g/mol
* SMILES: O=S(#S(=O)C(F)(F)Br)C(F)(F)Cl
* F_max: 3.9 eV/Å
* frontier orbital gap: 8.39 eV

```
12
C2BrClF4O2S2 (ωB97M-V/def2-TZVPD)
O 1.318 -1.220 1.052
S 0.347 -0.164 1.126
S -0.132 0.081 -1.217
O -1.052 1.196 -1.468
C -1.709 -1.438 -0.715
F -1.334 -2.628 -1.094
F -1.844 -1.487 0.607
Br -3.294 -0.893 -1.679
C 1.629 1.349 0.911
F 1.132 2.524 1.379
F 2.608 0.954 1.738
Cl 2.332 1.726 -0.641
```


2.
Formula: C2BrN2O2
Source: OMol25
Level of theory: ωB97M-V/def2-TZVPD

Properties
* spin multiplicity: 1
* E_tot: -79191.515 eV
* energy relative to the best compared isomer or geometry (same formula, charge and spin): 1.8 kcal/mol
* HOMO energy: -3.5 eV
* molecular weight: 163.94 g/mol
* net charge: -1
* F_max: 4.6 eV/Å
* frontier orbital gap: 7.19 eV

```
7
C2BrN2O2 (ωB97M-V/def2-TZVPD)
C 0.372 -0.260 0.578
C 0.435 1.152 0.246
N -0.846 -0.761 -2.235
N -1.669 -1.294 -1.690
O 0.854 -1.322 0.542
O -0.731 0.357 0.959
Br 1.585 2.127 1.599
```


3.
Formula: C2BrO2S
Source: OMol25
Level of theory: ωB97M-V/def2-TZVPD

Properties
* spin multiplicity: 3
* E_tot: -87040.117 eV
* energy relative to the best compared isomer or geometry (same formula, charge and spin): 64.0 kcal/mol
* ⟨S²⟩: 2.02
* HOMO energy (spin up / spin down): -2.8 / -5.0 eV
* molecular weight: 167.99 g/mol
* net charge: -1
* F_max: 1.2 eV/Å
* frontier orbital gap (spin up / spin down): 6.37 / 8.52 eV

```
6
C2BrO2S (ωB97M-V/def2-TZVPD)
C -0.456 -0.683 0.183
C 1.938 -0.981 -0.901
O -0.294 0.103 1.265
O -1.914 1.513 -0.283
S -0.516 1.070 -0.130
Br 2.743 0.422 0.069
```


4.
Formula: C2BrO4
Source: OMol25
Level of theory: ωB97M-V/def2-TZVPD

Properties
* spin multiplicity: 1
* E_tot: -80304.064 eV
* energy relative to the best compared isomer or geometry (same formula, charge and spin): 145.4 kcal/mol
* HOMO energy: -4.6 eV
* molecular weight: 167.92 g/mol
* net charge: -1
* F_max: 4.9 eV/Å
* frontier orbital gap: 8.08 eV

```
7
C2BrO4 (ωB97M-V/def2-TZVPD)
C -1.043 0.839 -0.145
C 0.514 -0.333 0.101
O -0.938 1.243 -1.247
O -1.713 0.901 0.800
O 0.696 -1.141 1.186
O 0.131 -1.608 0.027
Br 2.353 0.098 -0.721
```


5.
Formula: C2CdLiO4
Source: OMol25
Level of theory: ωB97M-V/def2-TZVPD

Properties
* spin multiplicity: 1
* E_tot: -15033.482 eV
* HOMO energy: -2.9 eV
* molecular weight: 207.37 g/mol
* net charge: -1
* F_max: 3.9 eV/Å
* frontier orbital gap: 4.91 eV

```
8
C2CdLiO4 (ωB97M-V/def2-TZVPD)
O 2.514 -2.909 0.930
Cd -0.290 -0.808 -0.186
O 0.722 -1.634 1.404
O 1.086 -2.239 -0.673
C 1.461 -2.331 0.579
C -1.875 4.737 -0.465
O -1.987 3.628 -0.668
Li -1.631 1.556 -0.922
```


6.
Formula: C2Cl3FO
Source: OMol25
Level of theory: ωB97M-V/def2-TZVPD

Properties
* spin multiplicity: 1
* E_tot: -44404.043 eV
* energy relative to the best compared isomer or geometry (same formula, charge and spin): 45.5 kcal/mol
* HOMO energy: -10.3 eV
* molecular weight: 165.38 g/mol
* F_max: 4.7 eV/Å
* frontier orbital gap: 10.08 eV

```
7
C2Cl3FO (ωB97M-V/def2-TZVPD)
C -0.426 -0.773 -0.939
C 0.369 0.368 0.619
O -0.165 -1.867 -1.222
F -1.261 0.136 -1.412
Cl -0.947 1.538 0.860
Cl 0.611 -0.450 2.218
Cl 1.819 1.047 -0.124
```


- Which value of F_max does entry 4 give?
  4.9 eV/Å